# 1
A molecular structure, C33H51AsCl4F6N2O2Sb2SiSn in a non-equilibrium geometry, computed with ωB97M-V/def2-TZVPD.

Structure (XYZ):
```
103
Properties=species:S:1:pos:R:3
Sn 0.2043 -0.0462 0.1037
C -4.1761 -2.2592 1.8556
Sb -2.9195 -1.4115 0.2824
C -4.2812 0.2150 -0.0540
C -3.7446 -2.7452 -1.2918
C -4.6035 -1.9914 -2.2132
C -5.9404 -1.7926 -1.8699
C -6.7795 -1.0037 -2.6303
C -6.2874 -0.4010 -3.7749
C -4.9776 -0.6226 -4.1530
C -4.1151 -1.4124 -3.3978
C -2.7489 -1.6471 -3.9009
Sb -1.0786 -0.6624 -2.8006
C -1.6362 1.3284 -3.4403
C 0.2782 -0.9422 -4.4547
H -5.1801 -2.4177 1.4823
H -4.2121 -1.5788 2.6976
H -3.7605 -3.2081 2.1749
H -5.3106 -0.1039 0.0823
H -4.1355 0.5832 -1.0646
H -4.0463 1.0106 0.6408
H -4.3096 -3.5046 -0.7586
H -2.8776 -3.1954 -1.7609
H -6.3182 -2.2716 -0.9760
H -7.8051 -0.8475 -2.3264
H -6.9241 0.2297 -4.3789
H -4.6094 -0.1786 -5.0685
H -2.6532 -1.2818 -4.9228
H -2.4934 -2.7044 -3.8811
H -1.8777 1.3300 -4.5019
H -0.7943 1.9871 -3.2504
H -2.4888 1.6791 -2.8673
H -0.1330 -0.5393 -5.3772
H 0.4893 -2.0000 -4.5721
H 1.2099 -0.4372 -4.2290
Cl -2.7294 6.3211 0.0057
C -1.6654 4.9915 -0.2343
C -0.4685 5.1725 -0.9055
Cl -0.0238 6.7268 -1.4840
C 0.3866 4.0928 -1.0978
Cl 1.8899 4.2998 -1.9146
C 0.0670 2.8316 -0.6151
O 0.8826 1.8173 -0.7505
C -1.1620 2.6330 0.0734
O -1.4300 1.4331 0.5296
C -2.0014 3.7257 0.2402
Cl -3.4728 3.5095 1.1127
C -0.4597 3.1529 3.4776
C 0.9428 2.5442 3.5383
C 1.7913 3.1945 2.4424
C 1.5653 2.9037 4.8923
Si 0.8050 0.5640 3.2315
C -0.7121 -0.2124 4.3191
C -2.0691 0.2384 3.7787
C -0.6760 -1.7371 4.2039
C -0.6372 0.1541 5.8052
C 2.5625 -0.3931 3.6130
C 2.8913 -0.5348 5.0999
C 3.6817 0.4079 2.9489
C 2.5533 -1.7840 2.9754
H -0.3969 4.2399 3.4100
H -1.0368 2.9115 4.3675
H -0.9925 2.7919 2.6059
H 1.6645 4.2771 2.4715
H 1.4978 2.8490 1.4567
H 2.8453 2.9776 2.5813
H 1.5802 3.9884 5.0083
H 2.5917 2.5529 4.9676
H 0.9942 2.4854 5.7173
H -2.1389 0.0672 2.7067
H -2.2609 1.2885 3.9600
H -2.8664 -0.3249 4.2644
H -0.6779 -2.0309 3.1541
H -1.5613 -2.1643 4.6783
H 0.1992 -2.1439 4.7039
H -0.8370 1.2111 5.9612
H 0.3359 -0.0789 6.2274
H -1.3871 -0.4128 6.3605
H 2.8499 0.4210 5.6119
H 3.9029 -0.9264 5.2083
H 2.2187 -1.2261 5.5979
H 3.8787 1.3271 3.4937
H 3.4220 0.6492 1.9215
H 4.6011 -0.1779 2.9371
H 1.8083 -2.4388 3.4170
H 3.5260 -2.2576 3.1039
H 2.3665 -1.7005 1.9070
F 1.5602 -1.8419 -1.7481
As 3.2081 -1.2194 -1.7286
F 3.6764 -2.6831 -0.8456
F 2.8986 -0.5124 -0.1434
F 4.8556 -0.6794 -1.6408
F 2.6621 0.2173 -2.4718
F 3.4993 -2.0178 -3.2550
N 1.3566 -4.0727 0.0314
C 1.2545 -4.5294 -1.2479
C -0.0255 -4.2615 -1.6366
N -0.6933 -3.6340 -0.6294
C 0.1630 -3.5382 0.3535
H 2.2096 -4.0184 0.5636
H 2.0873 -4.9629 -1.7654
H -0.4959 -4.4621 -2.5801
H -0.0609 -3.1265 1.3184
```

The value obtained for the relative energy (zero: lowest compared OMol25 entry of this formula, charge and spin) is 55.7 kJ/mol. The multiplicity is 2. The HOMO energy (spin up / spin down) is -4.68 / -4.98 eV. The net charge is -1. For the molar mass, the calculation gives 1228.82 Da.

***

# 2
A molecular structure, C29H33BrF5N2O6PRhS3, computed with ωB97M-V/def2-TZVPD.

Structure (XYZ):
```
81
Properties=species:S:1:pos:R:3
Rh 0.2236 0.5018 -0.9030
O 1.8523 2.2988 -0.7668
S 1.7265 2.8623 0.5877
O 1.9163 4.3002 0.6327
O 0.1149 2.6497 0.8803
O 2.3425 2.1259 1.6458
C -1.9120 -2.2472 -3.3800
C -2.4519 -2.1759 -1.9497
C -3.6137 -1.1784 -1.8928
P -1.1240 -1.7100 -0.7263
C -1.9553 -1.9689 0.9305
C -2.9828 -3.1021 1.0201
C -2.5557 -0.6727 1.4783
C 0.0692 -3.1461 -0.8216
C 1.2153 -2.8679 -1.8039
C -0.5307 -4.5192 -1.1326
H -2.7289 -2.4928 -4.0663
H -1.1385 -3.0069 -3.4978
H -1.4894 -1.2912 -3.6881
H -2.8144 -3.1674 -1.6663
H -3.2527 -0.1548 -2.0152
H -4.1693 -1.2327 -0.9560
H -4.3142 -1.3820 -2.7076
H -1.1077 -2.2136 1.5725
H -3.8088 -2.9705 0.3171
H -3.4107 -3.1060 2.0268
H -2.5457 -4.0830 0.8526
H -3.3748 -0.3018 0.8551
H -1.7962 0.1022 1.5549
H -2.9507 -0.8495 2.4831
H 0.4994 -3.1646 0.1857
H 0.8652 -2.8775 -2.8389
H 1.9799 -3.6432 -1.7008
H 1.6867 -1.9103 -1.6074
H -0.9582 -4.5411 -2.1381
H -1.2989 -4.8333 -0.4310
H 0.2678 -5.2655 -1.1018
F 5.3833 1.9704 -6.0040
C 4.2405 1.7189 -5.3616
C 4.2412 0.9697 -4.2027
F 5.3985 0.4972 -3.7275
C 3.0537 0.7097 -3.5449
F 3.1106 -0.0209 -2.4409
C 1.8258 1.1694 -4.0207
S 0.2885 0.7975 -3.2775
C 1.8678 1.9333 -5.1855
F 0.7409 2.4295 -5.7024
C 3.0458 2.2028 -5.8525
F 3.0410 2.9341 -6.9753
N -0.4206 4.0322 -1.1060
C -0.8774 3.3035 0.0333
S -1.8447 1.9066 -0.6729
N -1.6383 4.2108 0.8635
C -2.0081 3.7922 2.1728
C -3.0991 2.9506 2.3657
C -3.4751 2.5777 3.6477
C -2.7876 3.0573 4.7538
C -1.7125 3.9149 4.5650
C -1.3221 4.2746 3.2837
H 0.0119 3.3982 -1.7697
H 0.3131 4.6754 -0.8137
H -1.1021 5.0690 0.9102
H -3.6594 2.6034 1.5071
H -4.3260 1.9200 3.7810
H -3.0825 2.7617 5.7534
H -1.1589 4.2910 5.4168
H -0.4571 4.9119 3.1346
Br 4.7763 -2.7465 6.0135
C 3.8003 -2.0550 4.5304
C 2.4326 -1.8792 4.6504
C 1.7276 -1.3790 3.5629
C 2.3850 -1.0751 2.3781
C 3.7596 -1.2506 2.2849
C 4.4796 -1.7405 3.3653
C 1.6116 -0.5856 1.1833
O 2.1814 -0.5387 0.0723
O 0.3908 -0.2851 1.3354
H 1.9314 -2.1237 5.5769
H 0.6609 -1.2040 3.6235
H 4.2459 -0.9887 1.3532
H 5.5515 -1.8759 3.3081
```

The value obtained for the relative energy (zero: lowest compared OMol25 entry of this formula, charge and spin) is 0.0 kJ/mol. The multiplicity is 5. The HOMO energy (spin up / spin down) is -5.11 / -5.79 eV. The net charge is -1. For the molar mass, the calculation gives 910.57 Da.

***

# 3
9 unconnected molecules or ions with the total composition C34H44Br2N8 in a non-equilibrium geometry, computed with ωB97M-V/def2-TZVPD.

Structure (XYZ):
```
88
Properties=species:S:1:pos:R:3
N 0.2585 0.5446 -3.2587
C 0.2253 1.5763 -4.2120
C 0.7795 1.0827 -5.3236
C 1.1872 -0.2633 -5.0815
C 0.8697 -0.5824 -3.7850
H -0.1005 0.6105 -2.2918
H -0.3520 2.4268 -3.9649
H 0.8937 1.5845 -6.2932
H 1.7459 -0.8523 -5.7457
H 1.0920 -1.4271 -3.0773
N 1.8260 3.1038 0.1046
C 0.7136 3.1129 -0.7104
C -0.3760 2.8916 0.1348
C 0.0864 2.8104 1.4703
C 1.4617 2.8639 1.3894
H 2.7313 3.3246 -0.2867
H 0.7910 3.1497 -1.7758
H -1.4137 2.8367 -0.1889
H -0.5434 2.6801 2.3316
H 2.2996 2.8071 2.1058
N 3.3158 2.2378 -3.2652
C 4.0435 1.7368 -2.2408
C 4.5808 2.7891 -1.5098
C 4.2562 3.9896 -2.2723
C 3.3523 3.6391 -3.2870
H 2.7707 1.6773 -3.9641
H 4.1668 0.6378 -2.2256
H 5.1326 2.7230 -0.6010
H 4.3173 5.0673 -2.0513
H 2.7306 4.2074 -3.9478
N -3.1347 1.3688 -3.9794
C -3.7405 2.4240 -4.6194
C -3.9898 3.4004 -3.6412
C -3.4339 2.9246 -2.4412
C -2.8231 1.6885 -2.6830
H -2.9088 0.4774 -4.4126
H -3.9880 2.2803 -5.6725
H -4.4205 4.3634 -3.6628
H -3.4935 3.4532 -1.5304
H -2.1985 0.9871 -2.1078
N 3.1582 -0.3713 4.2665
C 4.4980 -0.6437 4.1614
C 4.9618 -0.3181 2.9396
C 3.8893 0.3228 2.2714
C 2.7978 0.2483 3.0793
H 2.5241 -0.8661 4.8947
H 4.9299 -1.2750 4.9496
H 5.9771 -0.4921 2.7160
H 3.8907 0.6370 1.2261
H 1.8133 0.5541 2.8095
N -3.7904 -5.0086 3.4989
C -2.5511 -4.5721 3.1450
C -2.6578 -3.8867 1.9707
C -4.0144 -3.9344 1.6219
C -4.6839 -4.6622 2.5752
H -3.8961 -5.5694 4.3873
H -1.7538 -4.5474 3.8349
H -1.8785 -3.2666 1.4396
H -4.6165 -3.4400 0.8411
H -5.7092 -4.8880 2.7016
N -3.8717 -0.6208 2.0410
C -4.3667 0.0516 0.9528
C -3.8419 1.3232 1.0678
C -3.0675 1.3406 2.2565
C -3.0463 0.1405 2.7693
H -3.9150 -1.6060 2.0837
H -5.0214 -0.3090 0.1458
H -4.0533 2.0917 0.3631
H -2.6115 2.0901 2.8652
H -2.4598 -0.3099 3.5407
N -1.2297 -0.4369 0.0079
C 0.0654 -0.7197 0.3450
C 0.4294 -1.8494 -0.3239
C -0.6623 -2.3242 -1.1267
C -1.6523 -1.4215 -0.8500
H -1.8990 0.2300 0.3710
H 0.5920 -0.0860 1.0605
H 1.4139 -2.3223 -0.2512
H -0.6827 -3.2419 -1.6541
H -2.6810 -1.3863 -1.1841
Br 1.7701 -3.4791 5.2284
C 2.9804 -3.9137 3.7658
C 2.2506 -3.8824 2.4869
Br 3.4706 -4.1735 0.9967
H 3.4955 -4.8990 3.8290
H 3.6794 -3.0527 3.8193
H 1.7787 -2.9205 2.2311
H 1.5358 -4.6871 2.4064
```

The value obtained for the relative energy (zero: lowest compared OMol25 entry of this formula, charge and spin) is 36.5 kJ/mol. The SMILES is c1cc[nH]c1.c1cc[nH]c1.c1cc[nH]c1.c1cc[nH]c1.c1cc[nH]c1.c1cc[nH]c1.c1cc[nH]c1.c1cc[nH]c1.BrCCBr. The HOMO energy is -7.97 eV. For the molar mass, the calculation gives 724.59 Da.